--- A ---
Below is the molecule C8H11NO3, with properties calculated with ωB97M-V with the def2-TZVPD basis set.

Values from the calculation:
E_LUMO (alpha / beta) in eV: -0.33 / -0.20

Each line ends with the natural charge from an NBO analysis.
CARTESIAN COORDINATES (ANGSTROEM)
C 0.6764 1.5223 0.4617  -0.41
C 2.0294 1.9980 0.3912  0.07
C 0.3421 0.4895 -0.2710  -0.11
C 2.9604 0.3028 -1.0776  0.42
C 2.2587 -1.1367 -0.1516  0.82
C -2.2358 0.6167 0.0415  -0.43
C -0.7304 -1.0802 1.1452  -0.40
C -1.0560 -0.9641 -1.2636  -0.44
N -0.9130 -0.1918 -0.0548  -0.30
O 1.8528 -1.9694 -0.9410  -0.65
O 2.4820 -0.9023 1.0298  -0.65
O 2.8399 1.2907 -0.4144  -0.40
H 0.1487 2.2429 1.1820  0.20
H 2.2143 2.9310 0.7594  0.20
H -1.9017 1.5168 -0.4924  0.23
H -3.1199 0.2391 -0.4984  0.23
H -2.5464 0.7748 1.1606  0.23
H -1.5816 -1.6544 1.3633  0.21
H -0.1578 -1.9075 0.7637  0.25
H -0.3567 -0.4281 1.8919  0.24
H -0.1524 -1.7174 -1.4864  0.29
H -1.8902 -1.5171 -1.3232  0.19
H -1.1629 -0.4556 -2.2160  0.23



--- B ---
Below is a 2-piece molecular cluster, C8H11NO3 overall, with properties calculated with ωB97M-V with the def2-TZVPD basis set.

Values from the calculation:
E_LUMO in eV: -1.32
SMILES string: O=C1C=CC=N1.CCCOC=O

Each line ends with the natural charge from an NBO analysis.
CARTESIAN COORDINATES (ANGSTROEM)
C -0.4492 1.5215 -0.3343  -0.60
C -1.8498 0.9602 -0.4269  -0.43
C -2.2176 0.1869 0.8493  -0.07
C -3.9526 -1.0867 -0.1577  0.65
C 2.3362 -0.1115 0.7878  0.63
C 3.3087 -1.2552 0.9003  -0.27
C 3.9572 -1.2916 -0.2715  -0.23
C 3.3943 -0.1547 -1.1139  0.13
H -0.3278 2.0972 0.6071  0.20
H -0.2931 2.2342 -1.1658  0.21
H 0.2862 0.7187 -0.3708  0.22
H -1.9155 0.3191 -1.2973  0.21
H -2.6072 1.7149 -0.5715  0.20
H -1.5288 -0.6516 1.0134  0.19
H -2.1655 0.8456 1.7334  0.19
H -5.0070 -0.9044 -0.4040  0.12
H 3.3492 -1.8688 1.7942  0.24
H 4.7731 -1.9157 -0.6464  0.23
H 3.7343 0.1157 -2.1223  0.21
N 2.4633 0.5127 -0.5300  -0.47
O -3.5541 -0.3003 0.8479  -0.52
O -3.2724 -1.8856 -0.7506  -0.58
O 1.5379 0.1993 1.6296  -0.46



Stability check: which of them is most stable? B.



--- A ---
Below is a 2-piece molecular cluster, C2H7N2O overall, with properties calculated with ωB97M-V with the def2-TZVPD basis set.

Values from the calculation:
Charge: -1
E_LUMO in eV: 4.14

Each line ends with the natural charge from an NBO analysis.
CARTESIAN COORDINATES (ANGSTROEM)
C 0.6327 -2.0270 0.7282  -0.24
O -0.5232 -1.4004 0.2359  -0.80
H 0.7424 -2.8170 -0.0315  0.16
H 1.5933 -1.3103 0.6679  0.14
H 0.6876 -2.5001 1.6993  0.14
N 0.4624 2.2732 -0.6558  -0.95
C -0.5776 1.4820 -0.0444  -0.04
N -1.6773 1.3701 -0.7355  -0.92
H 1.3815 1.9684 -0.3741  0.37
H 0.1677 2.5542 -1.5873  0.34
H -0.5061 -0.4055 0.3652  0.49
H -2.3833 0.8123 -0.2679  0.32



--- B ---
Below is an isolated ion of composition C2H7N2O and charge -1, with properties calculated with ωB97M-V with the def2-TZVPD basis set.

Values from the calculation:
Charge: -1
E_LUMO in eV: 4.46
SMILES string: CN(C)N[O-]

Each line ends with the natural charge from an NBO analysis.
CARTESIAN COORDINATES (ANGSTROEM)
C 0.6695 0.6455 -1.2137  -0.51
C -0.2582 0.4878 1.2632  -0.43
N -0.9002 -1.2995 -0.0312  -0.22
N -0.5459 0.0222 -0.1314  -0.31
O 0.0760 -2.2044 0.5014  -0.88
H 1.7791 0.4866 -0.8604  0.16
H 0.4660 0.0632 -2.0898  0.18
H 0.5401 1.7073 -1.3757  0.17
H -0.9787 1.2426 1.6722  0.15
H -0.4071 -0.3896 1.8556  0.24
H 0.7371 0.8906 1.3754  0.16
H -1.1777 -1.6521 -0.9658  0.29



Stability check: which of them is most stable? A.



--- A ---
Below is an isolated ion of composition C9H17N2 and charge +1, with properties calculated with ωB97M-V with the def2-TZVPD basis set.

Values from the calculation:
Charge: +1
E_LUMO in eV: -3.47
SMILES string: CN1C[C@@]2(C=CC2)[C@@](C)([NH3+])C1

Each line ends with the natural charge from an NBO analysis.
CARTESIAN COORDINATES (ANGSTROEM)
C -2.6737 1.2337 -0.1596  -0.11
C -1.7141 0.9251 -1.0410  -0.27
C -1.9032 0.7181 1.0251  -0.45
C 0.6149 1.4515 0.1250  -0.19
C 1.2518 -0.6062 -0.5976  -0.24
C -0.7622 0.4594 0.0566  -0.07
C -0.1644 -0.9582 0.0322  0.11
C -0.0819 -1.6592 1.3839  -0.65
C 3.0252 1.0545 -0.1580  -0.45
N 1.7273 0.5266 0.2529  -0.44
N -1.0004 -1.7938 -0.9198  -0.71
H -3.6372 1.5391 -0.2224  0.22
H -1.6907 1.0332 -2.1091  0.23
H -1.9104 1.4694 1.9145  0.25
H -2.3594 -0.2386 1.4949  0.21
H 0.6282 1.8876 -0.8949  0.17
H 0.6091 2.1905 0.9164  0.23
H 2.0745 -1.4017 -0.3654  0.23
H 1.1438 -0.4174 -1.6433  0.18
H -0.9571 -2.0051 1.7914  0.22
H 0.3551 -0.8913 2.2461  0.29
H 0.6494 -2.5163 1.2229  0.23
H 3.0746 1.5418 -1.2418  0.18
H 3.3336 1.9869 0.4785  0.23
H 3.9312 0.4328 -0.1040  0.23
H -0.8520 -2.8227 -0.7451  0.45
H -0.7714 -1.6698 -2.0078  0.46
H -1.9408 -1.4699 -0.7305  0.45



--- B ---
Below is a 2-piece molecular cluster, C9H17N2 overall, with properties calculated with ωB97M-V with the def2-TZVPD basis set.

Values from the calculation:
Charge: +1
E_LUMO in eV: -3.24

Each line ends with the natural charge from an NBO analysis.
CARTESIAN COORDINATES (ANGSTROEM)
C 0.5144 1.1834 -1.3972  -0.39
C 0.3131 2.6847 -1.1811  -0.40
C -0.8164 0.4335 -1.3074  -0.41
C -0.3806 2.9578 0.1551  -0.40
C -1.5101 0.7066 0.0288  -0.40
C -1.7114 2.2080 0.2449  -0.40
H 1.1966 0.7972 -0.6156  0.15
H 0.9902 0.9998 -2.3798  0.22
H -0.3166 3.0832 -1.9996  0.21
H 1.2870 3.2097 -1.2196  0.22
H -0.6513 -0.6535 -1.4364  0.17
H -1.4754 0.7738 -2.1293  0.22
H -0.5457 4.0448 0.2841  0.23
H 0.2784 2.6176 0.9770  0.19
H -0.8804 0.3081 0.8474  0.16
H -2.4840 0.1817 0.0673  0.22
H -2.1872 2.3916 1.2275  0.22
H -2.3935 2.5941 -0.5367  0.21
C 2.1890 -2.7345 0.7934  -0.04
C 1.8144 -3.8895 1.4270  -0.05
C -0.0298 -2.7411 0.9495  0.25
N 1.0301 -2.0530 0.5144  -0.46
N 0.4439 -3.8602 1.5059  -0.46
H 3.1742 -2.3530 0.5249  0.27
H 2.4082 -4.7145 1.8204  0.27
H -1.0762 -2.4471 0.8667  0.27
H 0.9703 -1.1361 0.0359  0.48
H -0.1511 -4.5931 1.9326  0.47



Stability check: which of them is most stable? B.



--- A ---
Below is C28H29BrN6O4RuS as an isolated structure, with properties calculated with ωB97M-V with the def2-TZVPD basis set.

Values from the calculation:
Charge: -2
E_LUMO in eV: 4.64

Each line ends with the natural charge from an NBO analysis.
CARTESIAN COORDINATES (ANGSTROEM)
Ru -0.8667 -0.2397 0.2435  0.54
O 1.3056 -1.8471 2.9599  -0.63
C 1.8368 -0.9430 3.8008  0.42
C 2.5298 -1.3120 4.9503  -0.33
C 3.0561 -0.3479 5.8021  -0.22
C 2.8906 0.9951 5.5135  -0.28
C 2.1933 1.3523 4.3595  -0.19
C 1.6634 0.4161 3.4887  -0.11
C 0.9070 0.8602 2.2413  0.27
O -0.3468 0.3317 2.1756  -0.79
N 1.7259 0.4937 1.0672  -0.51
N 0.9222 0.7316 -0.1100  -0.46
C 1.6113 1.2003 -1.1560  -0.06
C 1.4201 1.2159 -2.4807  0.00
Br -0.9243 -0.7051 -2.3177  -0.60
C 1.5047 1.7036 -3.7032  -0.35
C 0.9677 3.0146 -4.1235  -0.03
C 1.1369 3.4649 -5.4349  -0.23
C 0.6669 4.7074 -5.8404  -0.23
C 0.0052 5.5318 -4.9418  -0.27
C -0.1807 5.0909 -3.6330  -0.23
C 0.2916 3.8551 -3.2305  -0.15
H 1.5278 -2.7461 3.2220  0.47
H 2.6519 -2.3673 5.1749  0.19
H 3.5918 -0.6568 6.6929  0.19
H 3.2918 1.7560 6.1721  0.19
H 2.0472 2.4011 4.1200  0.20
H 0.8642 1.9782 2.2957  0.08
H 2.5368 1.1134 1.0397  0.32
H 2.5736 1.6666 -0.9015  0.18
H 1.8910 1.0975 -4.5264  0.18
H 1.6513 2.8235 -6.1433  0.19
H 0.8153 5.0309 -6.8654  0.19
H -0.3675 6.5003 -5.2547  0.19
H -0.7083 5.7169 -2.9219  0.20
H 0.1390 3.5052 -2.2164  0.22
O 0.1279 -2.4445 0.4227  -0.62
N 0.9481 -2.9765 -0.4468  0.03
C 1.9671 -2.2057 -0.8929  0.03
C 2.8644 -2.6477 -1.8276  -0.28
C 2.7220 -3.9459 -2.3173  -0.21
C 1.7072 -4.7298 -1.8295  -0.27
C 0.7834 -4.2743 -0.8657  0.06
S -0.4380 -5.3081 -0.2385  -0.49
H 1.9843 -1.2288 -0.4394  0.27
H 3.6336 -1.9723 -2.1735  0.21
H 3.3980 -4.3348 -3.0702  0.19
H 1.5668 -5.7447 -2.1736  0.21
N -3.5344 -4.7427 1.4555  -0.81
C -3.5833 -3.3744 1.5477  0.36
C -2.5578 -2.6325 0.9203  -0.02
N -2.4964 -1.3230 1.0299  -0.34
C -3.4512 -0.7253 1.7870  -0.06
C -4.4588 -1.4621 2.3465  -0.02
N -4.5583 -2.7990 2.2302  -0.49
H -2.8805 -5.1108 0.7750  0.42
H -4.4120 -5.2206 1.5642  0.37
H -1.7833 -3.1276 0.3482  0.29
H -3.3752 0.3433 1.9185  0.22
H -5.2326 -0.9660 2.9223  0.18
C -3.8124 0.5036 -1.1071  -0.27
O -3.0303 1.5439 -0.5217  -0.56
C -1.8333 1.3013 0.0685  0.53
C -1.3648 2.6272 0.6097  -0.75
H -4.1915 0.8928 -2.0517  0.18
H -4.6481 0.2798 -0.4397  0.16
H -3.2208 -0.3861 -1.2991  0.24
H -2.1338 3.3992 0.5331  0.19
H -0.4716 2.9223 0.0521  0.24
H -1.0567 2.4794 1.6445  0.25



--- B ---
Below is C28H29BrN6O4RuS as an isolated structure, with properties calculated with ωB97M-V with the def2-TZVPD basis set.

Values from the calculation:
Charge: -2
E_LUMO in eV: 4.81

Each line ends with the natural charge from an NBO analysis.
CARTESIAN COORDINATES (ANGSTROEM)
Ru -1.5522 0.0238 1.4725  0.54
O 1.5082 1.1144 -0.5898  -0.70
C 1.4476 2.4397 -0.7124  0.33
C 2.2361 3.0393 -1.7012  -0.28
C 2.2353 4.4121 -1.8758  -0.22
C 1.4544 5.2209 -1.0588  -0.29
C 0.6682 4.6188 -0.0842  -0.22
C 0.6282 3.2419 0.0981  -0.06
C -0.3467 2.6640 1.1199  0.23
O 0.0147 1.4127 1.5703  -0.81
N -1.7440 2.6420 0.5822  -0.50
N -2.0054 1.3674 -0.0144  -0.44
C -2.0230 1.3471 -1.3587  -0.03
C -2.2234 0.3706 -2.2445  -0.04
Br -3.3840 -1.7472 0.8350  -0.64
C -2.0600 -0.4221 -3.2798  -0.33
C -0.7499 -0.7942 -3.8620  -0.05
C 0.4496 -0.3511 -3.2975  -0.15
C 1.6673 -0.7180 -3.8407  -0.21
C 1.7239 -1.5332 -4.9680  -0.26
C 0.5410 -1.9803 -5.5390  -0.23
C -0.6817 -1.6150 -4.9881  -0.23
H 0.9799 0.8447 0.2117  0.55
H 2.8436 2.3919 -2.3221  0.21
H 2.8533 4.8528 -2.6505  0.19
H 1.4576 6.2980 -1.1776  0.19
H 0.0511 5.2354 0.5649  0.19
H -0.3855 3.3980 1.9512  0.12
H -1.8258 3.3651 -0.1318  0.33
H -1.9649 2.3350 -1.8346  0.17
H -2.9187 -0.8784 -3.7817  0.17
H 0.4149 0.2437 -2.3930  0.25
H 2.5797 -0.3895 -3.3559  0.21
H 2.6801 -1.8318 -5.3826  0.19
H 0.5682 -2.6247 -6.4119  0.19
H -1.6053 -1.9766 -5.4305  0.19
O -0.2217 -1.2832 0.0674  -0.64
N 0.6445 -2.1056 -0.4458  0.03
C 0.1728 -2.8538 -1.4774  0.02
C 0.9441 -3.7524 -2.1605  -0.30
C 2.2772 -3.8976 -1.7697  -0.22
C 2.7394 -3.1653 -0.7077  -0.27
C 1.9346 -2.2592 0.0285  0.03
S 2.5190 -1.4299 1.3904  -0.42
H -0.8641 -2.6405 -1.6931  0.25
H 0.5159 -4.2913 -2.9936  0.21
H 2.9399 -4.5768 -2.2938  0.19
H 3.7604 -3.2596 -0.3653  0.21
N 2.0972 -1.4458 5.2510  -0.82
C 1.0639 -1.8800 4.4098  0.35
C 0.2954 -0.9446 3.7140  0.01
N -0.6543 -1.3091 2.8709  -0.33
C -0.8312 -2.6333 2.7103  -0.03
C -0.1012 -3.5350 3.4507  0.00
N 0.8461 -3.1787 4.3220  -0.46
H 2.5663 -0.6325 4.8772  0.38
H 2.7573 -2.1978 5.3915  0.38
H 0.5153 0.1072 3.7923  0.22
H -1.5816 -2.9373 1.9969  0.26
H -0.2775 -4.5972 3.3267  0.18
C -1.3359 1.8523 4.2866  -0.27
O -2.6175 1.5314 3.7654  -0.56
C -2.7524 0.9258 2.5571  0.53
C -4.1942 1.1076 2.1636  -0.75
H -1.1810 1.2994 5.2167  0.16
H -1.3382 2.9224 4.5091  0.17
H -0.5563 1.6382 3.5575  0.24
H -4.6735 1.8850 2.7631  0.19
H -4.7243 0.1600 2.2670  0.25
H -4.2167 1.3603 1.1026  0.26



Stability check: which of them is most stable? B.



--- A ---
Below is a 2-piece molecular cluster, C3H11N4O overall, with properties calculated with ωB97M-V with the def2-TZVPD basis set.

Values from the calculation:
Charge: +1
E_LUMO in eV: -8.09

Each line ends with the natural charge from an NBO analysis.
CARTESIAN COORDINATES (ANGSTROEM)
N -1.3798 -0.7482 -0.0769  -0.69
C -0.6252 -0.1353 -1.0410  0.74
N -0.5990 -0.8494 -2.2837  -0.84
N -1.2451 1.2919 -1.0471  -0.78
H -1.7670 -0.0156 0.5232  0.43
H -2.1746 -1.1602 -0.5626  0.42
H 0.0011 -1.6617 -2.1062  0.41
H -1.5525 -1.2045 -2.3414  0.40
H -0.6696 1.7841 -1.7337  0.40
H -2.0825 1.0242 -1.5712  0.39
C 1.1253 -1.0294 1.9135  0.52
N 1.5913 -0.2112 0.8848  -0.58
C 1.5746 1.2454 1.1849  -0.43
O 0.6606 -0.6100 2.9341  -0.50
H 1.2012 -2.1052 1.6780  0.13
H 1.1564 -0.3663 -0.0192  0.33
H 0.5700 1.6486 1.3057  0.20
H 2.0055 1.7243 0.3056  0.21
H 2.2094 1.3786 2.0532  0.25



--- B ---
Below is a 2-piece molecular cluster, C3H11N4O overall, with properties calculated with ωB97M-V with the def2-TZVPD basis set.

Values from the calculation:
Charge: +1
E_LUMO in eV: -2.97

Each line ends with the natural charge from an NBO analysis.
CARTESIAN COORDINATES (ANGSTROEM)
C 0.0194 2.3865 0.9806  -0.42
N 1.2493 -0.8284 2.2202  -0.70
C 1.0580 0.2563 1.5114  0.43
N 0.1811 1.1769 1.7888  -0.51
H -0.4265 2.1389 0.0257  0.22
H 0.9893 2.8550 0.8231  0.23
H -0.6288 3.0717 1.5057  0.24
H 0.7502 -1.0307 3.0698  0.42
H 1.9209 -1.5159 1.9087  0.44
H 1.6824 0.3865 0.6406  0.22
H -0.4780 1.0117 2.5369  0.42
N -1.7941 -1.1531 -2.0500  -0.80
C -0.5912 -0.7920 -1.5183  0.78
N 0.2702 -0.1666 -2.4268  -0.83
O -0.2599 -1.1240 -0.3866  -0.70
H -2.4583 -1.4345 -1.3458  0.40
H -2.1865 -0.5807 -2.7818  0.40
H -0.0852 0.6931 -2.8411  0.39
H 1.1573 0.0191 -1.9840  0.38



Stability check: which of them is most stable? B.